No. 1
Entry from the Open Molecules 2025 dataset: one molecule with the formula C3H5N3 (the ωB97M-V functional and the def2-TZVPD basis).

```
11
Properties=species:S:1:pos:R:3:forces:R:3
C 0.314 1.222 1.242 -0.01 0.18 0.14
N -0.001 -0.023 0.561 -0.18 -0.03 -0.25
C -1.120 -0.243 -0.117 0.35 0.02 0.08
C -1.013 -1.146 -1.207 0.06 -0.02 -0.13
N 0.253 -1.251 -1.667 1.10 0.29 0.31
N 1.353 -0.960 -1.716 -1.41 -0.68 -0.17
H 1.404 1.324 1.244 -0.21 0.05 0.09
H -0.101 2.050 0.666 0.01 -0.07 0.21
H -0.055 1.263 2.271 -0.02 -0.07 -0.09
H 0.776 -0.683 0.538 0.06 0.18 -0.29
H -1.809 -1.551 -1.817 0.24 0.17 0.10
```
Forces are in eV/Å.

Summary:
gap between HOMO and LUMO (alpha / beta) = 8.1 / 8.1 eV
total charge = 0

=====

No. 2
Entry from the Open Molecules 2025 dataset: C2H2FNaO2 as an isolated structure (the ωB97M-V functional and the def2-TZVPD basis).

```
8
Properties=species:S:1:pos:R:3:forces:R:3
H -0.558 -1.936 -0.107 0.17 0.36 -2.29
O -0.423 -0.026 -1.181 -0.35 0.21 -0.31
C 0.017 -0.943 -0.430 0.07 -1.80 2.80
C 0.122 -0.666 1.076 2.26 2.98 -0.44
O -0.178 0.439 1.531 -0.42 -1.10 0.24
F 1.406 -1.403 -0.727 -1.06 0.10 0.09
H 0.721 -1.383 1.676 -0.78 -0.15 0.03
Na -0.725 1.920 -0.168 0.12 -0.61 -0.12
```
Forces are in eV/Å.

Summary:
gap between HOMO and LUMO = 7.5 eV
total charge = 0

=====

No. 3
Entry from the Open Molecules 2025 dataset: C22H24AsCoN3O2PS5 as an isolated structure (the ωB97M-V functional and the def2-TZVPD basis).

```
59
Properties=species:S:1:pos:R:3:forces:R:3
Co -0.952 0.639 0.125 -0.07 -0.07 -0.06
S -0.764 4.931 -0.586 0.00 -0.03 0.01
C -0.569 3.312 -0.293 0.00 0.07 0.01
S -0.501 2.527 1.232 0.00 -0.01 -0.02
S -0.512 2.091 -1.518 0.02 -0.01 -0.01
S -1.313 -1.121 -1.343 0.02 -0.02 -0.02
C -0.228 -2.398 -0.726 -0.01 0.00 0.00
C -0.500 -3.734 -0.986 0.00 0.00 0.00
C 0.364 -4.711 -0.516 0.00 0.00 0.00
C 1.505 -4.358 0.192 0.00 -0.01 0.00
C 1.782 -3.022 0.437 0.00 0.01 0.00
C 0.916 -2.036 -0.019 -0.01 0.00 -0.01
As 1.168 -0.151 0.336 0.04 -0.02 0.02
C 2.093 -0.066 2.023 0.01 -0.01 -0.01
C 3.480 -0.189 2.044 -0.01 0.00 0.00
C 4.158 -0.162 3.254 0.00 0.00 0.00
C 3.454 -0.005 4.439 0.00 0.00 0.00
C 2.073 0.127 4.416 0.00 0.00 0.00
C 1.387 0.098 3.211 0.00 0.00 -0.01
C 2.515 0.416 -0.917 -0.01 0.02 0.00
C 3.042 -0.440 -1.873 0.00 -0.01 0.00
C 3.993 0.033 -2.770 0.00 0.00 0.00
C 4.409 1.353 -2.709 0.00 0.00 0.00
C 3.875 2.210 -1.754 0.00 0.00 0.00
C 2.926 1.746 -0.859 0.00 0.00 0.00
H -1.387 -4.008 -1.543 0.00 0.00 0.00
H 0.143 -5.754 -0.703 0.00 0.00 0.00
H 2.173 -5.125 0.561 0.00 0.00 0.00
H 2.661 -2.745 1.007 0.00 0.00 0.00
H 4.034 -0.294 1.119 0.00 0.00 0.00
H 5.236 -0.257 3.268 0.00 0.00 0.00
H 3.983 0.019 5.382 0.00 0.00 0.00
H 1.522 0.255 5.339 0.00 0.00 0.00
H 0.311 0.198 3.194 0.00 0.00 0.01
H 2.720 -1.473 -1.922 0.00 0.00 0.00
H 4.407 -0.634 -3.516 0.00 0.00 0.00
H 5.149 1.719 -3.409 0.00 0.00 0.00
H 4.192 3.244 -1.712 0.00 0.00 0.00
H 2.499 2.417 -0.122 0.00 0.00 0.00
N -3.584 3.543 -1.906 0.00 0.00 0.03
C -3.828 2.107 -2.262 0.04 -0.01 0.01
P -4.173 1.351 -0.601 -0.07 0.01 -0.02
O -5.119 2.351 -0.028 0.02 -0.02 -0.01
O -2.855 1.101 0.070 0.03 0.04 0.06
C -4.940 -0.286 -0.887 0.02 0.00 -0.02
N -4.250 -1.328 -0.114 0.00 0.00 0.00
H -2.615 3.715 -1.574 -0.02 -0.04 -0.01
H -4.231 3.736 -1.114 0.01 0.02 -0.02
H -3.753 4.184 -2.676 -0.01 0.01 0.01
H -2.958 1.716 -2.782 0.00 0.01 -0.01
H -4.718 2.062 -2.889 0.00 -0.01 0.00
H -4.860 -0.525 -1.954 -0.02 0.00 0.00
H -6.002 -0.187 -0.651 0.00 0.00 0.02
H -4.058 -1.022 0.837 -0.01 0.00 0.00
H -2.520 -1.492 -0.753 -0.03 0.00 0.02
H -4.822 -2.161 -0.046 0.01 0.00 -0.01
S -2.841 -1.898 3.520 0.01 -0.05 -0.02
C -1.965 -1.097 2.421 -0.07 0.01 -0.06
N -1.355 -0.519 1.609 0.08 0.10 0.12
```
Forces are in eV/Å.

Summary:
gap between HOMO and LUMO (alpha / beta) = 7.8 / 7.8 eV
total charge = 0

=====

Record-wise relative energy (zero: lowest compared OMol25 entry of this formula, charge and spin) values, in kJ/mol: 381.99 60.96 6.13
Record-wise maximum force values, in eV/A: 1.58 3.77 0.18
Record-wise E values, in hartree: -281.44456 -490.04438 -7118.44252